C67H59Cl2GeN4O3V | wB97M-V/def2-TZVPD

XYZ file:
```
137
Properties=species:S:1:pos:R:3:forces:R:3
V -0.201983 -0.073810 1.217402 0.776 0.288 -3.998
O 1.470599 0.042035 2.044672 1.177 0.154 0.804
C 1.857045 0.930528 3.016603 0.046 -0.011 0.087
C 0.699001 1.055398 4.032369 0.035 0.029 -0.156
C -0.520363 1.761046 3.510088 0.155 -0.201 -0.137
C -1.158601 2.673476 4.335111 -0.180 0.136 0.100
C -2.294335 3.334341 3.904791 0.158 -0.221 -0.086
C -2.769589 3.019890 2.648840 -0.119 0.155 0.080
C -2.115972 2.079815 1.866217 0.061 -0.161 0.002
C -2.758921 1.663767 0.578468 0.254 0.054 -0.210
C -2.046628 2.112574 -0.723908 -0.285 -0.028 0.048
O -0.831901 1.378645 -0.743362 0.274 0.215 0.441
C -2.792013 1.580718 -1.952563 -0.180 0.048 -0.043
C -4.137201 1.231745 -1.957658 0.091 0.044 0.004
C -4.746571 0.768299 -3.117978 -0.021 -0.009 -0.015
C -4.024230 0.672250 -4.295302 -0.023 0.045 0.028
C -2.682315 1.029966 -4.301714 -0.007 0.059 -0.011
C -2.069983 1.461334 -3.137836 0.002 0.060 -0.085
C -1.986652 3.651606 -0.747701 0.053 0.013 0.018
C -1.201533 4.384071 0.148715 -0.005 -0.062 -0.085
C -1.245062 5.768861 0.180280 0.040 0.014 0.031
C -2.093959 6.468429 -0.663188 -0.023 -0.013 -0.038
C -2.885496 5.760133 -1.553001 0.013 0.045 0.026
C -2.827226 4.373710 -1.596148 0.033 -0.068 -0.056
N -0.975722 1.466474 2.268198 -0.710 1.460 0.863
C 3.088056 0.402631 3.773622 -0.017 0.001 -0.012
C 3.739173 1.179845 4.729585 -0.023 -0.042 0.020
C 4.871570 0.707920 5.374622 0.000 0.017 0.019
C 5.373488 -0.551579 5.068327 0.001 -0.004 -0.006
C 4.726853 -1.330277 4.120130 0.016 0.022 0.035
C 3.589280 -0.855870 3.477921 0.003 -0.047 -0.021
C 2.283023 2.263346 2.367989 -0.035 -0.009 0.024
C 1.829033 3.521816 2.743206 0.046 -0.040 0.061
C 2.214435 4.657939 2.034125 -0.018 0.039 -0.009
C 3.058579 4.547697 0.942211 -0.028 0.006 0.032
C 3.554289 3.297281 0.584960 0.016 0.005 -0.002
C 3.179842 2.175721 1.302802 0.034 0.025 -0.058
H 0.423446 0.017326 4.243275 0.003 0.010 0.073
H 1.017372 1.525296 4.964818 -0.045 0.053 0.002
H -0.754580 2.854316 5.322734 0.043 -0.016 -0.013
H -2.802899 4.049277 4.538432 -0.003 0.020 -0.007
H -3.667480 3.485892 2.264578 0.009 -0.030 -0.041
H -2.772399 0.569294 0.540667 -0.053 0.030 0.039
H -3.777154 2.045791 0.586959 -0.088 -0.043 -0.001
H -4.733464 1.298338 -1.059441 -0.007 -0.014 0.056
H -5.787337 0.469847 -3.085621 0.000 -0.023 -0.007
H -4.495236 0.299396 -5.196753 0.008 -0.009 -0.002
H -2.099905 0.944119 -5.210782 0.001 -0.047 0.043
H -1.011630 1.695171 -3.137643 -0.042 -0.016 -0.019
H -0.530766 3.885386 0.829785 0.055 -0.062 0.052
H -0.605109 6.299302 0.874947 0.003 -0.012 0.012
H -2.136111 7.550463 -0.629882 0.017 0.000 -0.006
H -3.552542 6.285806 -2.225909 0.000 -0.010 -0.008
H -3.443961 3.848791 -2.312335 -0.008 -0.025 0.013
H 3.365474 2.172827 4.957296 0.016 0.013 -0.020
H 5.370375 1.327101 6.111684 0.001 0.000 -0.002
H 6.266203 -0.916731 5.562632 -0.009 -0.010 0.006
H 5.108975 -2.314283 3.875308 -0.008 -0.002 -0.002
H 3.068720 -1.448111 2.738762 -0.037 0.006 -0.030
H 1.163204 3.636715 3.588926 -0.004 -0.006 -0.023
H 1.834966 5.628865 2.334845 0.000 0.000 -0.005
H 3.324571 5.425180 0.365484 0.014 -0.003 0.000
H 4.207054 3.195102 -0.273878 -0.008 -0.023 -0.008
H 3.553276 1.200617 1.019030 -0.044 0.000 -0.005
C 4.272762 -2.561612 -2.524633 -0.037 0.053 -0.033
C 3.884814 -1.303384 -3.294521 0.087 -0.084 0.022
N 4.719301 -0.147975 -2.991857 -0.137 -0.039 -0.170
C 6.071517 -0.223582 -3.518414 0.094 0.080 0.139
C 7.103629 -0.624533 -2.465749 -0.029 0.013 -0.064
C 4.158481 1.137963 -2.869752 0.165 -0.068 0.292
O 4.820393 2.116702 -3.234784 -0.069 0.027 -0.142
C 2.858733 1.284979 -2.247087 -0.083 0.122 -0.167
C 2.081388 2.456532 -2.535992 0.020 -0.083 0.020
C 0.947904 2.742116 -1.870323 -0.114 -0.090 0.079
C 0.539117 1.900826 -0.702067 0.393 0.331 -0.358
N 1.260563 0.674666 -0.550530 -0.326 0.095 0.045
C 2.318732 0.440909 -1.266626 0.074 -0.217 0.143
H 3.496513 -3.320156 -2.642655 0.022 -0.015 0.001
H 4.379531 -2.340782 -1.461363 -0.023 -0.021 0.008
H 5.213972 -2.980480 -2.887581 0.016 0.005 0.040
H 2.856067 -1.052377 -3.078689 -0.130 0.046 -0.045
H 3.943166 -1.518130 -4.372801 -0.033 0.024 -0.002
H 6.325921 0.762592 -3.904015 -0.013 -0.036 -0.060
H 6.087575 -0.934731 -4.352527 -0.005 -0.003 -0.001
H 7.034940 0.049269 -1.611195 0.017 0.005 0.004
H 8.112767 -0.553560 -2.881596 0.011 -0.020 0.021
H 6.949286 -1.643486 -2.109634 -0.010 0.013 0.034
H 2.431994 3.105478 -3.330951 -0.018 0.031 0.012
H 0.358333 3.619789 -2.104779 0.035 0.044 -0.029
H 0.621874 2.456968 0.239935 -0.071 0.106 0.079
H 2.821840 -0.493650 -1.014830 0.014 0.011 -0.036
Cl -3.819509 -0.533743 3.086359 -0.132 0.077 0.221
C -2.867340 -1.903904 3.603252 0.202 -0.209 0.049
C -3.397358 -2.803089 4.498350 -0.043 0.091 -0.075
C -2.632963 -3.871036 4.956285 -0.032 -0.160 0.140
C -1.322236 -4.011231 4.495024 -0.016 0.006 -0.036
C -0.789645 -3.115894 3.601614 -0.290 0.260 -0.012
Cl 0.823428 -3.343236 3.006435 0.174 -0.022 0.059
C -1.530039 -1.988470 3.080074 -0.043 0.308 -0.110
N -1.049681 -1.130661 2.216503 -1.319 -2.494 2.402
H -4.414630 -2.666455 4.845598 -0.001 0.023 -0.017
H -3.046952 -4.582775 5.658803 0.000 0.002 -0.016
H -0.714535 -4.842861 4.830706 0.041 0.012 -0.024
C -6.326759 -3.147323 -0.629813 0.005 0.001 0.025
C -5.377015 -4.022807 -1.142180 -0.003 -0.026 -0.025
C -4.029405 -3.687869 -1.114645 0.025 -0.030 0.067
C -3.576990 -2.473243 -0.588743 0.122 0.205 0.091
C -4.552400 -1.626736 -0.060671 0.000 0.043 -0.032
C -5.906288 -1.945957 -0.078932 -0.007 -0.039 -0.023
Ge -1.605874 -1.915837 -0.650123 -0.058 -0.364 -0.342
C -1.402447 -1.902910 -2.685250 0.042 0.109 0.142
C -0.235560 -1.315569 -3.185866 -0.014 -0.045 -0.083
C 0.026413 -1.237257 -4.549875 -0.011 -0.037 0.038
C -0.886058 -1.751388 -5.461491 0.005 0.042 -0.030
C -2.055126 -2.333754 -4.992549 0.004 -0.016 0.003
C -2.306168 -2.399996 -3.626575 -0.039 -0.031 0.032
C -0.917345 -3.803128 -0.375859 0.036 0.147 0.081
C -1.409790 -4.568694 0.685397 -0.017 0.031 -0.047
C -0.935336 -5.845676 0.948663 0.011 -0.015 -0.009
C 0.051580 -6.400640 0.143777 -0.006 -0.029 -0.007
C 0.562225 -5.658505 -0.912670 0.037 0.003 0.027
C 0.086939 -4.375085 -1.158459 -0.035 0.035 0.017
H -7.378474 -3.412278 -0.641099 -0.005 0.017 -0.013
H -5.689819 -4.973854 -1.561241 0.012 -0.004 0.003
H -3.303434 -4.396914 -1.499208 -0.012 -0.004 -0.018
H -4.253629 -0.697295 0.407261 -0.036 -0.067 -0.098
H -6.629942 -1.257161 0.345030 0.003 -0.011 0.025
H 0.471069 -0.887236 -2.483347 0.029 0.051 -0.003
H 0.932746 -0.760611 -4.903226 0.081 0.038 0.013
H -0.699669 -1.677059 -6.527697 0.027 -0.032 -0.001
H -2.777899 -2.734903 -5.696585 -0.021 0.009 0.010
H -3.236006 -2.846373 -3.291624 0.016 0.031 -0.033
H -2.184400 -4.152320 1.322268 0.001 -0.037 0.026
H -1.327684 -6.404292 1.791916 -0.016 0.009 -0.002
H 0.421713 -7.401232 0.339848 0.011 0.009 0.010
H 1.337262 -6.080219 -1.545030 0.002 0.010 -0.004
H 0.502801 -3.805786 -1.984257 -0.004 -0.024 -0.045
```
Forces are in eV/Å.

Properties
Total energy   -6974.67333 Ha
2S+1   3
HOMO-LUMO gap (alpha / beta)   4.329 / 5.247 eV
Charge   -2
Expectation value of S²   2.05
Strongest force on any atom   0.0794 hartree/bohr

Atomic partial charges in e from the Löwdin method, atoms 1 to 4: V 0.770; O -0.284; C -0.477; C -0.036